Formula: C64H119N3O16
Source: the OMol25 dataset
Level of theory: ωB97M-V with the def2-TZVPD basis set

As for the largest force on an atom: 0.076 hartree/bohr. Its LUMO energy is 0.402 eV. Its HOMO energy is -8.17 eV.

Positions of all 202 atoms, in Å:
C (0.714, 4.561, 0.267)
C (1.965, 4.021, -0.480)
C (1.396, 3.933, -1.865)
O (0.456, 4.994, -2.083)
C (0.244, 5.642, -0.767)
H (0.934, 5.118, 1.160)
H (-0.026, 3.797, 0.415)
H (2.298, 3.045, -0.099)
H (2.874, 4.657, -0.349)
H (0.840, 2.970, -1.975)
H (2.112, 3.858, -2.731)
H (-0.816, 5.889, -0.575)
H (0.890, 6.477, -0.747)
C (4.619, 1.020, -0.733)
C (4.114, 1.624, -2.072)
C (4.490, 0.508, -3.075)
O (5.237, -0.486, -2.406)
C (4.749, -0.467, -1.049)
H (3.955, 1.223, 0.115)
H (5.597, 1.389, -0.445)
H (4.585, 2.562, -2.335)
H (3.051, 1.735, -1.932)
H (5.051, 0.822, -3.949)
H (3.602, 0.057, -3.428)
H (5.412, -1.084, -0.477)
H (3.721, -0.928, -1.136)
C (-3.618, -1.934, 0.207)
C (-4.459, -0.716, 0.527)
C (-5.632, -1.207, 1.308)
O (-5.117, -2.418, 1.951)
C (-3.857, -2.823, 1.396)
H (-2.547, -1.670, 0.016)
H (-3.969, -2.548, -0.627)
H (-4.720, 0.011, -0.288)
H (-3.707, -0.176, 1.204)
H (-6.385, -1.621, 0.587)
H (-6.139, -0.538, 2.004)
H (-3.925, -3.869, 1.090)
H (-3.054, -2.712, 2.134)
C (-3.395, 2.243, -4.430)
C (-2.648, 3.543, -4.170)
C (-1.639, 3.106, -3.120)
O (-1.860, 1.712, -2.806)
C (-3.233, 1.430, -3.133)
H (-2.920, 1.679, -5.218)
H (-4.428, 2.495, -4.731)
H (-3.275, 4.241, -3.785)
H (-2.156, 3.952, -5.003)
H (-1.672, 3.779, -2.279)
H (-0.639, 3.162, -3.496)
H (-3.898, 1.690, -2.292)
H (-3.280, 0.327, -3.402)
C (5.482, -2.664, -5.342)
C (5.259, -4.096, -5.769)
C (4.257, -3.925, -6.885)
O (3.377, -2.822, -6.495)
C (4.194, -1.923, -5.694)
H (6.376, -2.285, -5.860)
H (5.784, -2.603, -4.271)
H (4.813, -4.725, -4.984)
H (6.146, -4.548, -6.201)
H (3.604, -4.739, -7.098)
H (4.786, -3.647, -7.842)
H (3.562, -1.671, -4.851)
H (4.361, -1.048, -6.288)
C (-2.913, -1.275, 4.681)
C (-2.340, -2.055, 5.914)
C (-1.224, -1.110, 6.373)
O (-0.626, -0.681, 5.086)
C (-1.663, -0.693, 4.112)
H (-3.496, -0.431, 5.033)
H (-3.585, -1.926, 4.092)
H (-1.822, -3.020, 5.623)
H (-2.998, -2.331, 6.706)
H (-0.393, -1.589, 6.845)
H (-1.568, -0.221, 6.861)
H (-1.230, -1.233, 3.310)
H (-1.837, 0.344, 3.752)
C (0.593, 1.301, -6.926)
C (1.004, 2.233, -5.771)
C (1.780, 1.406, -4.764)
O (1.638, 0.092, -5.262)
C (1.321, 0.006, -6.648)
H (0.925, 1.744, -7.836)
H (-0.468, 1.150, -6.959)
H (0.082, 2.597, -5.400)
H (1.639, 3.079, -5.964)
H (1.289, 1.518, -3.823)
H (2.880, 1.725, -4.798)
H (0.740, -0.896, -6.789)
H (2.217, 0.061, -7.236)
C (0.127, -5.424, 1.674)
C (0.298, -3.991, 2.155)
C (-0.338, -4.004, 3.606)
O (-0.378, -5.353, 3.951)
C (-0.754, -6.077, 2.753)
H (1.099, -5.912, 1.775)
H (-0.182, -5.457, 0.637)
H (-0.100, -3.191, 1.558)
H (1.362, -3.808, 2.279)
H (-1.335, -3.606, 3.493)
H (0.187, -3.402, 4.294)
H (-1.782, -5.877, 2.600)
H (-0.581, -7.131, 2.954)
C (2.848, -5.204, -1.700)
C (3.393, -5.400, -0.281)
C (4.716, -4.639, -0.370)
O (4.531, -3.677, -1.356)
C (3.226, -3.744, -1.927)
H (1.795, -5.408, -1.736)
H (3.346, -5.915, -2.329)
H (3.594, -6.376, 0.116)
H (2.762, -4.842, 0.490)
H (5.478, -5.313, -0.714)
H (5.115, -4.221, 0.560)
H (3.294, -3.411, -2.981)
H (2.555, -3.067, -1.429)
C (-0.946, -1.685, -3.238)
C (-0.843, -2.556, -4.504)
C (0.364, -3.399, -4.259)
O (0.357, -3.593, -2.819)
C (-0.582, -2.718, -2.170)
H (-1.899, -1.244, -2.995)
H (-0.256, -0.887, -3.277)
H (-0.766, -1.982, -5.439)
H (-1.740, -3.246, -4.539)
H (1.289, -2.875, -4.539)
H (0.318, -4.393, -4.714)
H (-0.199, -2.318, -1.216)
H (-1.474, -3.320, -1.943)
O (0.741, 0.068, 9.096)
C (1.681, 0.815, 9.258)
O (2.423, 1.248, 8.228)
C (2.148, 0.656, 6.907)
C (3.245, 1.034, 5.952)
C (2.045, 1.387, 10.555)
H (1.189, 0.922, 6.492)
H (2.117, -0.432, 7.110)
H (3.546, 2.016, 6.307)
H (2.876, 1.102, 4.965)
H (4.117, 0.387, 5.991)
H (1.701, 0.742, 11.375)
H (1.416, 2.229, 10.809)
H (3.112, 1.623, 10.556)
O (-3.768, 2.748, -0.057)
C (-4.144, 3.872, 0.093)
O (-3.900, 4.571, 1.166)
C (-3.053, 3.962, 2.120)
C (-3.678, 2.942, 3.079)
C (-5.121, 4.541, -0.733)
H (-2.642, 4.864, 2.597)
H (-2.192, 3.476, 1.599)
H (-4.647, 3.351, 3.432)
H (-2.999, 2.904, 3.933)
H (-3.841, 1.938, 2.713)
H (-4.888, 4.559, -1.773)
H (-5.159, 5.622, -0.500)
H (-6.021, 3.978, -0.553)
O (-9.562, 1.435, -1.124)
C (-9.085, 2.479, -0.818)
O (-7.750, 2.486, -0.485)
C (-7.057, 1.245, -0.751)
C (-6.806, 0.979, -2.247)
C (-9.601, 3.850, -0.643)
H (-7.578, 0.381, -0.409)
H (-6.106, 1.329, -0.126)
H (-6.118, 1.714, -2.720)
H (-7.757, 0.945, -2.818)
H (-6.308, 0.045, -2.400)
H (-10.663, 3.968, -0.842)
H (-9.030, 4.456, -1.355)
H (-9.339, 4.187, 0.345)
N (1.369, 2.543, 2.975)
C (0.593, 2.964, 4.050)
C (1.260, 3.948, 4.779)
C (2.540, 4.116, 4.146)
C (2.538, 3.221, 3.060)
H (1.166, 1.848, 2.261)
H (-0.343, 2.418, 4.096)
H (0.883, 4.366, 5.702)
H (3.344, 4.832, 4.432)
H (3.229, 3.027, 2.248)
N (5.770, -0.466, 2.657)
C (4.539, 0.076, 2.892)
C (3.598, -0.918, 2.873)
C (4.338, -2.120, 2.712)
C (5.638, -1.856, 2.501)
H (6.619, 0.086, 2.781)
H (4.519, 1.069, 3.273)
H (2.553, -0.839, 3.112)
H (3.853, -3.148, 2.532)
H (6.425, -2.541, 2.278)
N (-0.478, 0.708, -0.501)
C (-0.753, 0.550, 0.830)
C (0.364, -0.069, 1.381)
C (1.256, -0.382, 0.363)
C (0.738, 0.147, -0.800)
H (-1.132, 1.056, -1.242)
H (-1.695, 0.927, 1.231)
H (0.531, -0.237, 2.423)
H (2.282, -0.672, 0.512)
H (1.177, 0.218, -1.822)

Cartesian forces (eV/Å) of the 2 atoms listed first:
1.0 1.8 -1.5
0.2 0.0 1.2



Formula: C64H152AsF6N8O4
Source: the OMol25 dataset
Level of theory: ωB97M-V with the def2-TZVPD basis set

As for the net charge: +7. As for the largest force on an atom: 0.071 hartree/bohr. Its LUMO energy is -10.046 eV. The value obtained for the energy relative to the best compared isomer or geometry (same formula, charge and spin) is 0.000 eV. Its HOMO energy is -18.91 eV.

Positions of all 235 atoms, in Å:
As (1.015, -2.548, 0.486)
F (1.973, -3.849, 1.251)
F (1.768, -3.074, -1.085)
F (0.236, -1.199, -0.411)
F (0.301, -2.122, 2.027)
F (2.326, -1.369, 0.750)
F (-0.333, -3.684, 0.221)
C (-4.005, -2.417, -4.256)
C (-3.234, -2.665, -5.540)
N (-3.246, -4.208, -5.954)
C (-2.631, -5.086, -4.844)
C (-4.748, -4.641, -6.202)
C (-4.872, -6.072, -6.665)
C (-2.360, -4.333, -7.226)
C (-0.896, -3.749, -7.157)
O (-0.546, -2.475, -6.761)
C (0.809, -2.249, -6.405)
H (-5.063, -2.673, -4.317)
H (-3.864, -1.357, -4.045)
H (-3.578, -2.924, -3.390)
H (-2.210, -2.401, -5.278)
H (-3.391, -2.010, -6.397)
H (-1.671, -4.616, -4.633)
H (-2.408, -6.088, -5.209)
H (-3.282, -5.158, -3.972)
H (-5.047, -3.878, -6.921)
H (-5.362, -4.537, -5.308)
H (-4.361, -6.850, -6.097)
H (-4.491, -6.206, -7.678)
H (-5.910, -6.399, -6.713)
H (-2.868, -3.957, -8.113)
H (-2.302, -5.414, -7.354)
H (-0.403, -3.846, -8.124)
H (-0.363, -4.403, -6.465)
H (1.151, -1.224, -6.545)
H (1.575, -2.808, -6.942)
H (0.916, -2.530, -5.357)
C (-3.970, 8.799, -6.345)
C (-2.866, 7.767, -6.663)
N (-3.279, 6.393, -7.150)
C (-4.213, 5.773, -6.104)
C (-4.165, 6.529, -8.440)
C (-3.739, 7.551, -9.491)
C (-2.097, 5.500, -7.636)
C (-1.043, 5.186, -6.645)
O (-1.369, 4.684, -5.359)
C (-1.921, 3.369, -5.272)
H (-3.616, 9.830, -6.368)
H (-4.324, 8.711, -5.318)
H (-4.815, 8.701, -7.026)
H (-2.262, 7.666, -5.762)
H (-2.182, 8.172, -7.408)
H (-3.641, 5.650, -5.184)
H (-4.408, 4.802, -6.560)
H (-4.997, 6.501, -5.898)
H (-5.026, 6.975, -7.942)
H (-4.470, 5.546, -8.798)
H (-4.459, 7.466, -10.306)
H (-2.844, 7.307, -10.064)
H (-3.912, 8.562, -9.123)
H (-1.613, 5.863, -8.543)
H (-2.545, 4.537, -7.883)
H (-0.635, 6.187, -6.498)
H (-0.348, 4.453, -7.054)
H (-2.421, 3.327, -4.304)
H (-1.133, 2.616, -5.261)
H (-2.577, 3.252, -6.134)
C (-5.582, -8.534, 9.803)
C (-4.210, -9.004, 9.439)
N (-4.075, -10.157, 8.492)
C (-2.576, -10.328, 8.200)
C (-4.549, -11.375, 9.208)
C (-4.495, -12.740, 8.397)
C (-4.870, -9.892, 7.111)
C (-4.532, -8.613, 6.356)
O (-3.182, -8.454, 5.906)
C (-2.747, -7.170, 5.469)
H (-5.754, -8.713, 10.865)
H (-6.410, -8.980, 9.253)
H (-5.598, -7.466, 9.582)
H (-3.739, -9.221, 10.397)
H (-3.626, -8.246, 8.916)
H (-2.053, -10.533, 9.135)
H (-2.218, -9.391, 7.775)
H (-2.366, -11.092, 7.452)
H (-5.594, -11.075, 9.287)
H (-4.184, -11.400, 10.234)
H (-3.450, -13.021, 8.264)
H (-5.096, -12.737, 7.488)
H (-5.089, -13.458, 8.961)
H (-5.933, -9.970, 7.339)
H (-4.738, -10.769, 6.477)
H (-4.858, -7.670, 6.794)
H (-5.178, -8.763, 5.491)
H (-2.757, -6.516, 6.341)
H (-3.351, -6.825, 4.630)
H (-1.683, -7.220, 5.240)
C (-1.883, 10.729, -0.361)
C (-2.336, 9.986, 0.908)
N (-1.496, 8.794, 1.460)
C (-0.135, 9.481, 1.886)
C (-2.194, 8.218, 2.727)
C (-3.480, 7.323, 2.411)
C (-1.279, 7.710, 0.332)
C (-0.189, 6.602, 0.592)
O (-0.489, 5.956, 1.876)
C (0.351, 4.826, 2.060)
H (-2.446, 11.648, -0.521)
H (-1.912, 10.115, -1.261)
H (-0.884, 11.134, -0.201)
H (-3.322, 9.559, 0.724)
H (-2.442, 10.594, 1.806)
H (-0.478, 10.212, 2.618)
H (0.398, 9.784, 0.985)
H (0.456, 8.663, 2.299)
H (-2.263, 9.103, 3.360)
H (-1.412, 7.788, 3.354)
H (-4.274, 7.981, 2.058)
H (-3.847, 6.725, 3.245)
H (-3.308, 6.530, 1.683)
H (-0.900, 8.176, -0.577)
H (-2.225, 7.271, 0.016)
H (0.813, 7.028, 0.547)
H (-0.428, 5.911, -0.217)
H (0.255, 4.341, 3.032)
H (1.363, 5.225, 1.990)
H (0.211, 4.214, 1.169)
C (4.356, -0.028, 6.877)
C (4.125, 1.273, 7.733)
C (3.801, 0.973, 9.253)
N (3.672, 2.163, 10.211)
C (2.656, 3.119, 9.531)
C (3.275, 1.780, 11.579)
C (3.845, 2.780, 12.530)
C (5.168, 3.258, 11.860)
C (5.083, 2.726, 10.451)
H (3.408, -0.558, 6.787)
H (4.907, -0.775, 7.448)
H (4.939, 0.145, 5.972)
H (3.327, 1.909, 7.348)
H (5.093, 1.771, 7.678)
H (4.501, 0.271, 9.708)
H (2.941, 0.336, 9.465)
H (1.711, 2.605, 9.357)
H (3.169, 3.591, 8.693)
H (2.358, 3.920, 10.207)
H (2.192, 1.764, 11.702)
H (3.680, 0.782, 11.744)
H (3.174, 3.639, 12.538)
H (3.982, 2.471, 13.567)
H (5.319, 4.324, 11.695)
H (6.053, 2.790, 12.291)
H (5.436, 3.416, 9.685)
H (5.788, 1.938, 10.187)
C (7.291, 6.872, -6.755)
C (6.551, 6.141, -5.630)
C (7.270, 5.096, -4.850)
N (6.494, 4.704, -3.489)
C (6.425, 5.820, -2.388)
C (7.068, 3.439, -2.729)
C (5.959, 2.828, -2.014)
C (4.707, 2.968, -2.899)
C (5.031, 4.199, -3.727)
H (7.646, 6.167, -7.507)
H (8.135, 7.472, -6.414)
H (6.578, 7.530, -7.251)
H (5.598, 5.809, -6.042)
H (6.329, 6.931, -4.913)
H (8.241, 5.435, -4.491)
H (7.451, 4.131, -5.324)
H (6.093, 6.717, -2.910)
H (7.327, 6.043, -1.817)
H (5.660, 5.514, -1.675)
H (7.892, 3.736, -2.080)
H (7.528, 2.729, -3.416)
H (5.775, 3.291, -1.044)
H (6.105, 1.794, -1.702)
H (3.745, 3.095, -2.404)
H (4.592, 2.136, -3.594)
H (4.244, 4.922, -3.944)
H (5.294, 3.917, -4.747)
C (11.209, -6.974, -5.069)
C (10.127, -8.069, -5.521)
C (8.819, -7.219, -5.973)
N (7.528, -7.705, -5.331)
C (7.145, -9.084, -5.927)
C (6.352, -6.768, -5.748)
C (5.665, -6.203, -4.524)
C (5.992, -7.203, -3.430)
C (7.446, -7.701, -3.789)
H (12.076, -7.543, -4.735)
H (10.635, -6.427, -4.320)
H (11.518, -6.311, -5.877)
H (9.849, -8.822, -4.784)
H (10.456, -8.634, -6.393)
H (8.732, -7.283, -7.058)
H (8.902, -6.155, -5.752)
H (6.112, -9.340, -5.690)
H (7.891, -9.666, -5.387)
H (7.396, -9.394, -6.942)
H (5.668, -7.169, -6.496)
H (6.716, -5.808, -6.112)
H (4.606, -6.348, -4.735)
H (5.970, -5.160, -4.441)
H (5.326, -8.062, -3.345)
H (6.003, -6.780, -2.425)
H (7.741, -8.647, -3.335)
H (8.145, -6.897, -3.559)
C (-8.039, 2.444, 1.057)
C (-6.663, 1.992, 1.772)
C (-6.907, 0.650, 2.513)
N (-5.696, -0.046, 3.117)
C (-4.851, -0.702, 2.008)
C (-4.902, 0.939, 3.996)
C (-5.452, 0.765, 5.416)
C (-6.464, -0.461, 5.417)
C (-6.088, -1.167, 4.136)
H (-8.697, 3.204, 1.480)
H (-8.623, 1.538, 0.894)
H (-7.769, 2.757, 0.048)
H (-6.267, 2.809, 2.376)
H (-5.848, 1.891, 1.056)
H (-7.488, -0.109, 1.988)
H (-7.614, 0.937, 3.291)
H (-4.009, -1.207, 2.483)
H (-4.326, 0.028, 1.392)
H (-5.443, -1.480, 1.527)
H (-3.906, 0.498, 3.995)
H (-4.801, 1.950, 3.599)
H (-4.607, 0.657, 6.096)
H (-5.922, 1.642, 5.861)
H (-6.560, -1.142, 6.263)
H (-7.504, -0.147, 5.328)
H (-5.193, -1.759, 4.330)
H (-6.841, -1.873, 3.783)

Cartesian forces (eV/Å) of the 2 atoms listed first:
1.6 -0.8 -1.0
-0.9 1.2 -0.4